# 1
Entry from the OMol25 dataset: one molecule with the formula C17H18O5 (the ωB97M-V functional and the def2-TZVPD basis).

For the HOMO-LUMO gap, the calculation gives 8.72 eV. As for the energy relative to the best compared isomer or geometry (same formula, charge and spin): 4.898 eV. As for the energy: -1034.67458 Ha. As for the SMILES: CC[C@H](C(=O)OC)c1ccc(Oc2ccc(C(C)=O)o2)cc1.

Structure (ORCA input):
```
! wB97M-V def2-TZVPD RIJCOSX def2/J DEFGRID3
* xyz 0 1
C 2.85018 1.55638 -0.94525
C 3.40824 0.32870 -0.16204
C 2.82320 0.25288 1.28878
C 3.22301 -1.08452 1.96757
O 3.71089 -2.06295 1.33910
O 2.89655 -1.06898 3.35953
C 3.07800 -2.27868 4.09299
C 1.29420 0.39704 1.32295
C 0.50771 -0.69474 0.77803
C -0.81541 -0.55198 0.50531
C -1.50931 0.55472 1.04414
O -2.79812 0.79684 0.92148
C -3.29168 0.64241 -0.34723
C -4.64265 0.67247 -0.45681
C -4.95286 0.23310 -1.72988
C -3.76572 -0.04725 -2.32425
C -3.59833 -0.39761 -3.72197
C -2.15227 -0.42451 -4.38514
O -4.50476 -1.01164 -4.27370
O -2.72006 0.25222 -1.46635
C -0.77917 1.62103 1.56508
C 0.63236 1.56814 1.72333
H 3.71967 2.03453 -1.49841
H 2.64886 2.43786 -0.29240
H 1.90254 1.33102 -1.47402
H 3.22411 -0.53845 -0.76369
H 4.38681 0.65940 -0.07675
H 3.06382 1.15010 1.90669
H 2.70446 -3.14094 3.62191
H 2.56218 -2.27127 5.01447
H 4.13972 -2.43759 4.18429
H 1.00827 -1.66811 0.59817
H -1.33088 -1.32530 -0.03967
H -5.35452 0.84964 0.33304
H -5.94321 0.12851 -2.28642
H -1.66301 -1.45197 -4.21092
H -1.37557 0.18334 -3.78304
H -2.19121 -0.05360 -5.41000
H -1.36509 2.48285 1.91322
H 0.96904 2.37693 2.16786
*
```

# 2
Entry from the OMol25 dataset: C17H19BBrF8KN3 as an isolated structure (the ωB97M-V functional and the def2-TZVPD basis).

For the HOMO-LUMO gap, the calculation gives 6.24 eV. As for the energy: -4821.51242 Ha.

Structure (ORCA input):
```
! wB97M-V def2-TZVPD RIJCOSX def2/J DEFGRID3
* xyz -1 1
K 0.02672 0.44088 -0.10154
C 3.15268 0.38548 -1.80359
C 3.54794 0.13685 -0.35384
N 2.57983 -0.66504 0.37097
C 2.43920 -2.02388 -0.13299
C 3.73593 -2.84114 -0.25747
C 2.76583 -0.59869 1.81073
C 1.44713 -0.61777 2.59455
N 0.63807 0.48385 2.16870
C -0.10720 1.19033 2.96660
C -0.88379 2.23717 2.37250
F -0.84542 2.33886 0.99938
C -1.63498 3.13801 3.07275
F -2.30425 4.11006 2.40315
C -1.73380 3.09022 4.45639
C -1.05828 2.04702 5.07147
F -1.15725 1.94379 6.42391
C -0.30016 1.12744 4.39044
F 0.26997 0.12816 5.13771
H 3.85617 1.08549 -2.25448
H 2.15404 0.81490 -1.85360
H 3.16471 -0.53228 -2.38526
H 3.60468 1.10546 0.14785
H 4.55980 -0.30792 -0.32059
H 1.95646 -1.98630 -1.11209
H 1.77144 -2.54619 0.55277
H 4.36982 -2.45689 -1.05197
H 3.49981 -3.87792 -0.48775
H 4.30229 -2.82580 0.67167
H 3.25150 0.34908 2.05042
H 3.42040 -1.40205 2.18356
H 1.71419 -0.59830 3.65692
H 0.91277 -1.55964 2.40400
H -2.30389 3.80475 5.02007
F -2.24246 -0.66300 -2.60871
B -0.93033 -0.46117 -2.99935
F -0.41748 0.63419 -2.24780
F -0.16873 -1.58737 -2.69413
F -0.84405 -0.17265 -4.33126
Br -1.45395 -6.14313 -0.88624
C -2.06693 -4.37748 -0.55872
C -3.40782 -4.07624 -0.71626
C -3.80570 -2.77832 -0.44483
C -2.85334 -1.86528 -0.01236
N -1.57766 -2.17302 0.14517
C -1.18179 -3.39782 -0.13722
H -4.10842 -4.83485 -1.03726
H -4.83686 -2.48881 -0.57060
H -3.12026 -0.84393 0.21725
H -0.12823 -3.60850 -0.02157
*
```

# 3
Entry from the OMol25 dataset: C17H19BN6O3Pb as an isolated structure (the ωB97M-V functional and the def2-TZVPD basis).

For the HOMO-LUMO gap (spin up / spin down), the calculation gives 4.88 / 5.63 eV. As for the energy relative to the best compared isomer or geometry (same formula, charge and spin): 0.273 eV. As for the energy: -1430.42937 Ha.

Structure (ORCA input):
```
! wB97M-V def2-TZVPD RIJCOSX def2/J DEFGRID3
* xyz 2 1
H -0.56992 3.05242 0.45677
N -0.17246 1.73117 -1.15614
B 0.42560 0.62835 -3.34908
N 0.37529 1.89071 -2.40566
C 0.76254 3.17346 -2.55861
Pb -1.04761 -0.35081 -0.53103
H 1.24877 3.50356 -3.48016
C 0.39448 3.87085 -1.41122
H 0.49291 4.92708 -1.22166
C -0.17018 2.92585 -0.54917
H 0.86260 0.96681 -4.38441
C -1.65357 -2.15298 -0.19670
H -2.45894 -1.89177 0.60767
H -0.84029 -2.73560 0.32429
H -2.08325 -2.50897 -1.18528
N -0.99519 -0.00777 -3.46870
N 1.33522 -0.46048 -2.67806
N -1.68015 -0.62546 -2.40860
N 0.94418 -1.09169 -1.51058
C -1.79939 -0.04571 -4.51677
C 2.55890 -0.88975 -3.05570
H -1.41961 0.35227 -5.41239
H 3.02160 -0.51448 -3.95023
C -2.99005 -0.65789 -4.18719
C 2.98737 -1.84675 -2.11166
C -2.91199 -1.04694 -2.85146
C 1.95074 -1.91059 -1.14633
H -3.83669 -0.82617 -4.81974
H 3.88619 -2.39218 -2.14149
H -3.64082 -1.52364 -2.20671
H 1.92637 -2.45360 -0.22131
H -2.64284 0.17792 0.08757
O 0.02750 2.04528 3.68075
C 0.38382 0.97071 4.39559
C 0.60036 1.08764 5.78677
C 0.78720 -0.05447 6.55642
C 0.84418 -1.31965 5.94963
C 0.73305 -1.43182 4.56306
C 0.48972 -0.30956 3.77412
C 0.32927 -0.44803 2.29777
O 0.66150 -1.49300 1.68844
O -0.23246 0.56656 1.71271
H -0.15313 1.64595 2.73688
H 0.58003 2.07563 6.24337
H 0.88315 0.02287 7.64281
H 0.98466 -2.22579 6.55059
H 0.82133 -2.39959 4.06082
*
```

# 4
Entry from the OMol25 dataset: C17H19BN6O3Pt as an isolated structure (the ωB97M-V functional and the def2-TZVPD basis).

For the HOMO-LUMO gap (spin up / spin down), the calculation gives 6.28 / 2.75 eV. As for the energy relative to the best compared isomer or geometry (same formula, charge and spin): 0.379 eV. As for the energy: -1355.82116 Ha.

Structure (ORCA input):
```
! wB97M-V def2-TZVPD RIJCOSX def2/J DEFGRID3
* xyz 4 5
C 2.50645 -0.53877 -0.72248
N 1.29462 -0.43344 -1.30431
N 1.46084 -0.29751 -2.66147
C 2.78200 -0.23805 -2.91991
C 3.46784 -0.38125 -1.72308
B 0.23796 -0.12693 -3.60908
N -0.74224 -1.30183 -3.32076
N -1.17096 -1.55437 -2.03696
C -2.04091 -2.58837 -2.06286
C -2.17610 -3.00152 -3.38503
C -1.34601 -2.18084 -4.14618
Pt -0.59229 -0.52631 -0.42763
N -0.46542 1.12253 -2.99432
N -0.77055 1.14401 -1.66124
C -1.29965 2.34025 -1.34051
C -1.31633 3.10700 -2.50856
C -0.77467 2.32101 -3.51767
H -1.61927 2.55069 -0.32878
H -0.59963 2.49219 -4.56401
H -1.68839 4.10224 -2.60496
H 0.52976 -0.02309 -4.76048
H -1.12477 -2.15193 -5.20237
H 3.11975 -0.12916 -3.93387
H -2.79696 -3.80148 -3.74542
H 4.52771 -0.39936 -1.57783
H -2.48794 -2.96046 -1.15081
H 2.62330 -0.77504 0.32467
H -2.64514 -0.45479 0.63463
C -2.18899 -1.33671 1.10288
H -2.89309 -2.15850 0.96383
H -1.20185 -1.76279 0.69708
H -2.03369 -1.11490 2.15909
O 0.54161 2.69503 2.86670
C 0.67628 1.74191 3.81368
C 0.71832 2.13357 5.16045
C 0.83016 1.16960 6.15925
C 0.93329 -0.19268 5.84232
C 0.93144 -0.58452 4.50291
C 0.77924 0.36605 3.49102
C 0.73176 -0.08969 2.07889
O 1.09977 -1.25034 1.79655
O 0.23996 0.75340 1.18334
H 0.39508 2.20208 2.00974
H 0.65209 3.19674 5.38790
H 0.84068 1.47732 7.20473
H 1.01533 -0.93625 6.63804
H 1.03962 -1.62476 4.19287
*
```